C16H29Cl2N2OP2RuSe | ωB97M-V/def2-TZVPD

Properties
Total energy (Eh): -4910.613870
2S+1: 6
Charge: +2

Each line ends with the Löwdin charge.
Element x y z (Å)
C1 -1.315 0.155 -5.407  -0.052
C2 -1.029 -0.587 -4.172  -0.812
H1 -2.330 0.445 -5.638  0.110
H2 -0.842 -0.396 -6.226  0.111
H3 -0.736 1.041 -5.297  0.043
O1 -1.683 -0.882 -3.211  -0.015
Cl1 0.685 -0.625 -3.893  0.725
Ru1 0.375 0.151 -0.160  0.550
P1 0.481 -2.384 -1.445  0.758
C3 -0.683 -3.278 -0.355  -0.287
C4 0.191 -3.379 -3.030  -0.271
H4 0.409 -4.453 -2.946  0.069
H5 2.333 -4.021 -1.237  0.065
H6 0.827 -2.982 -3.838  0.001
H7 2.867 -2.367 -1.664  0.051
H8 -1.692 -2.979 -0.678  0.041
H9 -0.861 -3.260 -3.338  0.047
C5 2.174 -2.955 -1.046  -0.279
H10 -0.571 -4.365 -0.418  0.068
H11 2.365 -2.711 0.003  0.012
H12 -0.511 -2.919 0.665  0.010
P2 0.262 2.152 -1.541  0.709
C6 -0.777 3.178 -0.430  -0.303
C7 1.900 2.960 -1.416  -0.293
H13 0.380 2.481 -4.011  0.037
H14 -0.379 3.908 -3.297  0.074
H15 -1.328 2.423 -3.439  0.046
C8 -0.317 2.805 -3.226  -0.228
H16 2.611 2.375 -2.006  0.048
H17 1.934 4.000 -1.763  0.070
H18 -0.686 4.256 -0.621  0.070
H19 -0.448 2.957 0.592  0.025
H20 2.211 2.916 -0.369  0.014
H21 -1.826 2.874 -0.549  0.034
Cl2 2.479 0.246 0.436  0.082
C9 -2.391 1.474 3.023  0.001
N1 -1.265 0.590 2.974  -0.060
C10 -0.818 -0.112 1.884  -0.705
Se1 -1.835 -0.027 0.333  0.818
N2 0.217 -0.880 2.349  0.071
C11 0.433 -0.680 3.730  -0.180
C12 1.507 -1.091 4.501  0.016
C13 1.517 -0.554 5.831  -0.018
C14 0.483 0.363 6.273  -0.022
C15 -0.549 0.734 5.401  0.018
C16 -0.543 0.205 4.104  -0.145
H22 -2.515 1.812 4.031  0.100
H23 -3.237 0.950 2.712  0.079
H24 -2.235 2.288 2.391  0.078
H25 0.869 -1.394 1.756  0.081
H26 2.306 -1.792 4.106  0.146
H27 2.356 -0.839 6.551  0.141
H28 0.563 0.755 7.319  0.136
H29 -1.330 1.419 5.700  0.114

Forces on the atoms, in the same order (eV/Å):
-0.0745 -0.7810 -1.0121
-1.1728 0.9603 2.1650
-0.3568 -0.4688 0.2705
-0.2611 0.1459 -0.1333
0.4862 0.8462 -0.1196
-0.5665 -0.1594 -1.0802
2.0717 0.6860 -0.6982
1.4946 -0.8977 -3.2034
-0.0325 -1.9027 -0.4122
0.1118 0.3332 0.0569
-0.1375 0.7699 -0.4165
-0.0238 0.3517 0.6243
-0.2081 0.1818 0.0498
-0.3031 -0.4620 0.5086
-0.0631 -0.1847 0.2018
0.2545 -0.1894 0.2075
0.4099 -0.0760 0.1631
-0.0566 0.5149 0.1893
0.0364 0.2286 0.0332
0.2373 -0.1521 -0.1362
-0.2729 -0.3317 0.0015
-0.2266 3.3716 -1.6375
-0.1061 -0.0867 0.0669
0.2473 -0.2917 0.1274
-0.2056 -0.0622 0.3014
0.2284 -0.4985 0.6377
0.3465 0.0085 0.0251
-0.1457 -0.6685 0.0641
0.0220 0.0784 0.1018
-0.3608 -0.2665 0.0333
0.1197 -0.3461 -0.0423
-0.2025 0.2197 0.0012
0.0910 0.0763 -0.1650
0.2773 0.1325 0.1134
1.4707 -0.0625 0.6486
0.5466 -0.3290 0.7447
1.2338 -1.2623 0.0452
-0.0903 0.5172 3.1349
-2.7388 -0.8530 -0.1649
-0.0590 -0.7089 0.3809
0.4258 -0.4241 -2.0781
0.9134 -0.0597 1.9692
0.2544 -0.3662 -0.5029
0.6249 -0.7175 -0.3320
0.4036 -0.1225 0.6110
-0.0114 1.1577 0.8410
-0.1297 0.1829 0.3978
-1.6365 -0.7671 -0.4067
0.2354 1.4539 -0.9997
-0.3924 0.0676 0.3964
-1.1520 1.0374 0.6714
-1.3689 0.4673 -1.1905
-0.3150 -0.3529 -1.2489
0.1274 0.0619 0.1954